Density functional theory data (the ωB97M-V functional and the def2-TZVPD basis) for 2 unconnected molecules or ions with the total composition C3H2NO3 at a distorted geometry.

Positions of all 9 atoms, in Å:
C -0.915 1.298 -0.331
C 1.258 -0.975 0.552
C -0.899 -1.320 -0.701
N 0.166 -1.243 -0.170
O 0.286 1.171 -0.273
O 1.386 -1.188 1.739
O -1.844 0.508 -0.498
H -1.449 2.347 -0.211
H 2.011 -0.597 -0.107

Values from the calculation:
Lowest unoccupied orbital energy, eV: 4.17
Energy relative to the best compared isomer or geometry (same formula, charge and spin), kcal/mol: 65.13
DFT total energy, eV: -10774.9451
Total charge: -1
HOMO-LUMO gap, eV: 7.89